A 10-piece molecular cluster, C34H83Br2F3N2O12 overall, computed with the ωB97M-V functional and the def2-TZVPD basis.

Orbital gap (eV): 8.93
E_HOMO (eV): -9.358
E (eV): -212388.4519
SMILES: N[C@@H](COCCC[C@](F)(Br)C(F)(F)Br)ON=O.CC(C)O.CC(C)O.CC(C)O.CC(C)O.CC(C)O.CC(C)O.CC(C)O.CC(C)O.CC(C)O
Molecular weight (g mol⁻¹): 928.8

Cartesian coordinates (Å):
N (-1.63635, 0.93110, 4.19836)
C (-2.83305, 1.39437, 3.51749)
C (-3.30165, 0.35300, 2.50660)
O (-2.30225, 0.08528, 1.54358)
C (-2.12704, 1.06674, 0.51192)
C (-0.61678, 1.30063, 0.34590)
C (-0.04432, 2.51822, 1.09299)
C (0.15371, 3.82603, 0.33030)
F (1.22044, 3.76270, -0.51307)
Br (0.56545, 5.20593, 1.67562)
C (-1.03395, 4.36416, -0.49094)
F (-2.13032, 4.30597, 0.25287)
F (-0.84431, 5.63328, -0.83163)
Br (-1.28476, 3.39774, -2.14431)
O (-3.87488, 1.59396, 4.47034)
N (-4.04070, 3.02053, 4.74581)
O (-3.22967, 3.40731, 5.47675)
H (-0.81920, 0.98022, 3.60233)
H (-1.48389, 1.44600, 5.05651)
H (-2.67585, 2.34869, 2.97656)
H (-3.47398, -0.58068, 3.05258)
H (-4.25921, 0.65036, 2.05476)
H (-2.57431, 0.71371, -0.42408)
H (-2.65921, 1.98890, 0.77989)
H (-0.15816, 0.40400, 0.77410)
H (-0.32907, 1.29195, -0.70873)
H (0.96425, 2.27028, 1.44542)
H (-0.63381, 2.75226, 1.98418)
C (-6.35386, 0.58526, -2.16061)
C (-5.30260, 1.65958, -1.97763)
C (-5.54891, 2.88083, -2.84740)
O (-4.01003, 1.10837, -2.23415)
H (-6.37614, 0.21161, -3.18615)
H (-6.11644, -0.25560, -1.50632)
H (-7.34858, 0.95606, -1.90510)
H (-5.27982, 1.95873, -0.92737)
H (-5.53034, 2.60210, -3.90513)
H (-4.77255, 3.62947, -2.68488)
H (-6.51847, 3.33072, -2.62981)
H (-3.98531, 0.83250, -3.15805)
C (-6.07870, -0.35052, 6.64295)
C (-5.78600, -1.71571, 6.03929)
C (-5.04932, -2.61790, 7.01640)
O (-5.04022, -1.57559, 4.82912)
H (-5.14462, 0.15592, 6.89959)
H (-6.60919, 0.28058, 5.92871)
H (-6.68285, -0.44000, 7.54704)
H (-6.72290, -2.19197, 5.74462)
H (-4.08705, -2.17424, 7.28655)
H (-4.85290, -3.59086, 6.56555)
H (-5.62624, -2.76632, 7.93028)
H (-4.20092, -1.15285, 5.05269)
C (2.32341, 4.61558, -4.65505)
C (3.28016, 5.13435, -3.59167)
C (4.21617, 4.04567, -3.08921)
O (2.55659, 5.70067, -2.50312)
H (1.69444, 3.82232, -4.24015)
H (1.66675, 5.41467, -4.99962)
H (2.86337, 4.21173, -5.51320)
H (3.87112, 5.95391, -4.00508)
H (3.64553, 3.23767, -2.62014)
H (4.89348, 4.44892, -2.33559)
H (4.80910, 3.62090, -3.90145)
H (2.00977, 4.99650, -2.13204)
C (7.51573, 1.42182, -3.25701)
C (6.58166, 0.94609, -2.15543)
C (6.87580, 1.63219, -0.83422)
O (6.69043, -0.46792, -1.98607)
H (8.55278, 1.20091, -2.98860)
H (7.29343, 0.91154, -4.19533)
H (7.42419, 2.49776, -3.41449)
H (5.54738, 1.13238, -2.45127)
H (7.89211, 1.39129, -0.51211)
H (6.19560, 1.27789, -0.05833)
H (6.78055, 2.71688, -0.91054)
H (7.59788, -0.64592, -1.71395)
C (-8.81865, -0.77208, 2.08534)
C (-7.51510, -0.61035, 1.31899)
C (-6.78851, -1.93712, 1.15639)
O (-6.66197, 0.34161, 1.95287)
H (-8.62309, -1.15546, 3.08991)
H (-9.32180, 0.18966, 2.18876)
H (-9.49229, -1.46592, 1.57982)
H (-7.72582, -0.18627, 0.33560)
H (-6.52969, -2.34769, 2.13630)
H (-5.85720, -1.79822, 0.60439)
H (-7.40202, -2.66908, 0.62767)
H (-6.42632, 0.00594, 2.82788)
C (-1.48880, -2.49191, -2.27834)
C (-0.22048, -2.65088, -1.45243)
C (-0.02249, -4.09049, -1.00480)
O (-0.25030, -1.77179, -0.32983)
H (-2.36473, -2.76494, -1.68229)
H (-1.61267, -1.45485, -2.59314)
H (-1.46641, -3.12647, -3.16599)
H (0.64039, -2.33085, -2.04274)
H (-0.85961, -4.40888, -0.37662)
H (0.88921, -4.18626, -0.41820)
H (0.04041, -4.76618, -1.85930)
H (-1.00223, -2.01054, 0.22731)
C (6.04465, -2.37293, 0.55526)
C (7.41296, -2.29966, 1.21368)
C (7.83324, -3.63791, 1.80310)
O (7.43744, -1.28512, 2.21659)
H (5.28447, -2.64436, 1.29320)
H (5.77601, -1.40781, 0.13201)
H (6.02782, -3.11485, -0.24518)
H (8.15545, -1.98242, 0.47692)
H (7.12594, -3.94804, 2.57760)
H (8.81915, -3.56238, 2.26353)
H (7.86353, -4.41577, 1.03828)
H (6.78981, -1.52406, 2.88949)
C (-4.64903, -3.89133, -3.86340)
C (-5.63467, -2.94968, -3.18937)
C (-6.72162, -3.70491, -2.44257)
O (-6.21137, -2.06204, -4.14755)
H (-5.16344, -4.51523, -4.59999)
H (-3.87666, -3.32621, -4.38587)
H (-4.16849, -4.54758, -3.13627)
H (-5.09797, -2.30490, -2.49036)
H (-7.30637, -4.31833, -3.13413)
H (-7.40592, -3.00506, -1.96145)
H (-6.29524, -4.35681, -1.67876)
H (-6.69011, -2.58973, -4.79676)
C (12.35677, -0.26898, -1.55096)
C (11.38479, -0.26673, -0.38260)
C (11.53944, -1.50084, 0.49148)
O (10.03821, -0.16220, -0.85166)
H (12.17813, -1.13782, -2.19115)
H (12.22668, 0.62609, -2.15958)
H (13.39002, -0.30773, -1.20402)
H (11.54300, 0.62776, 0.22151)
H (11.33623, -2.40486, -0.09090)
H (10.83188, -1.47113, 1.32089)
H (12.54993, -1.57571, 0.89525)
H (9.86497, -0.94232, -1.39243)

Here are the Löwdin charges for atoms 1 to 99, given in e:
1 N 0.10
2 C -0.42
3 C -0.15
4 O -0.14
5 C -0.19
6 C -0.17
7 C -0.19
8 C -0.79
9 F -0.03
10 Br 0.84
11 C -0.96
12 F 0.06
13 F 0.02
14 Br 0.92
15 O -0.11
16 N 0.03
17 O 0.10
18 H 0.07
19 H 0.07
20 H 0.13
21 H 0.12
22 H 0.12
23 H 0.10
24 H 0.11
25 H 0.10
26 H 0.07
27 H 0.12
28 H 0.08
29 C -0.05
30 C -0.49
31 C -0.05
32 O -0.09
33 H 0.07
34 H 0.06
35 H 0.08
36 H 0.14
37 H 0.08
38 H 0.07
39 H 0.08
40 H 0.09
41 C -0.06
42 C -0.50
43 C -0.06
44 O -0.07
45 H 0.08
46 H 0.08
47 H 0.08
48 H 0.13
49 H 0.08
50 H 0.08
51 H 0.08
52 H 0.07
53 C -0.06
54 C -0.50
55 C -0.06
56 O -0.05
57 H 0.07
58 H 0.08
59 H 0.08
60 H 0.14
61 H 0.08
62 H 0.08
63 H 0.08
64 H 0.05
65 C -0.06
66 C -0.49
67 C -0.05
68 O -0.06
69 H 0.07
70 H 0.08
71 H 0.07
72 H 0.13
73 H 0.07
74 H 0.08
75 H 0.08
76 H 0.06
77 C -0.05
78 C -0.49
79 C -0.05
80 O -0.06
81 H 0.08
82 H 0.08
83 H 0.08
84 H 0.12
85 H 0.08
86 H 0.07
87 H 0.07
88 H 0.07
89 C -0.06
90 C -0.49
91 C -0.06
92 O -0.06
93 H 0.08
94 H 0.08
95 H 0.08
96 H 0.14
97 H 0.08
98 H 0.08
99 H 0.08